Entry from OMol25: C13H26BBrClIN3O5P2S as an isolated structure (wB97M-V/def2-TZVPD).

- E_HOMO (eV) = -12.199
- charge = +1
- strongest force on any atom (eV/A) = 0.81
- frontier orbital gap (eV) = 8.60

Last column: natural (NBO) charge in e.
Cartesian coordinates (Å):
C: 0.133 3.529 3.209  -1.07
B: 0.569 2.501 2.133  1.07
O: 1.752 2.606 1.462  -0.92
C: -0.405 1.246 1.759  -0.21
P: -2.257 1.618 1.886  1.51
O: -3.049 0.915 0.851  -1.07
O: -0.245 0.212 2.741  -0.55
C: 0.882 -0.589 2.694  0.12
Br: 0.262 -2.392 3.244  0.04
P: 2.154 -0.124 4.007  0.81
S: 1.394 0.460 5.658  -0.44
N: 1.414 -0.617 1.348  -0.70
C: 0.436 -0.502 0.362  0.76
N: 0.158 -1.466 -0.480  -0.33
C: -1.048 -1.398 -1.339  -0.25
C: -0.841 -1.044 -2.809  -0.41
C: -2.219 -0.920 -3.478  -0.43
C: -3.190 0.045 -2.790  -0.06
O: -4.100 -0.744 -2.037  -0.73
C: 0.911 -2.737 -0.516  -0.26
C: 1.908 -2.873 -1.670  -0.31
C: 2.724 -1.627 -1.961  -0.64
I: 3.198 -4.506 -1.104  0.12
N: -0.299 0.636 0.419  -0.47
C: -0.349 1.573 -0.696  -0.34
C: 1.024 2.021 -1.178  0.54
O: 1.912 1.264 -1.355  -0.52
Cl: 1.116 3.710 -1.567  0.03
H: -0.416 3.054 4.030  0.26
H: -0.509 4.316 2.793  0.27
H: 1.010 4.024 3.632  0.27
H: 2.349 1.852 1.385  0.52
H: -2.307 3.018 1.806  -0.07
H: -2.514 1.291 3.224  -0.03
H: 2.952 0.798 3.299  -0.04
H: 2.937 -1.287 4.000  -0.01
H: 2.062 -1.383 1.218  0.43
H: -1.754 -0.727 -0.845  0.26
H: -1.487 -2.397 -1.281  0.24
H: -0.288 -1.847 -3.307  0.22
H: -0.240 -0.138 -2.943  0.20
H: -2.087 -0.638 -4.525  0.23
H: -2.699 -1.903 -3.474  0.23
H: -3.708 0.667 -3.527  0.18
H: -2.665 0.730 -2.111  0.14
H: -4.508 -0.204 -1.347  0.49
H: 0.153 -3.519 -0.592  0.25
H: 1.399 -2.900 0.443  0.22
H: 1.415 -3.254 -2.563  0.23
H: 3.007 -1.098 -1.046  0.20
H: 3.627 -1.866 -2.518  0.25
H: 2.137 -0.920 -2.557  0.23
H: -0.837 1.105 -1.553  0.27
H: -0.974 2.427 -0.435  0.25

Entry from OMol25: a 2-piece molecular cluster, C13H26BNO2P overall at a distorted geometry (wB97M-V/def2-TZVPD).

- E_HOMO (eV) = -3.019
- charge = -1
- strongest force on any atom (eV/A) = 3.97
- frontier orbital gap (eV) = 5.96

Last column: natural (NBO) charge in e.
Cartesian coordinates (Å):
C: -3.312 -3.576 -0.326  -0.60
C: -2.186 -4.601 -0.375  -0.51
C: -0.793 -4.062 -0.616  0.82
O: 0.118 -4.753 -0.402  -0.57
O: -0.627 -2.811 -1.087  -0.56
C: -0.448 -1.876 0.040  -0.05
C: -0.139 -0.464 -0.421  -0.66
B: 1.187 0.132 0.358  -0.46
P: 0.747 0.911 2.098  0.46
C: 1.361 2.663 2.244  -0.68
C: 0.247 3.661 2.594  -0.60
C: 1.570 0.012 3.516  -0.68
C: 2.890 -0.712 3.176  -0.62
H: -4.223 -4.095 -0.052  0.19
H: -3.168 -2.829 0.435  0.21
H: -3.459 -3.097 -1.278  0.21
H: -2.407 -5.287 -1.185  0.22
H: -2.141 -5.166 0.539  0.22
H: -1.380 -1.861 0.604  0.15
H: 0.333 -2.261 0.685  0.18
H: -1.000 0.162 -0.206  0.20
H: 0.051 -0.440 -1.490  0.22
H: 1.740 0.990 -0.317  -0.03
H: 1.996 -0.772 0.488  -0.03
H: 2.079 2.681 3.063  0.19
H: 1.899 3.005 1.367  0.21
H: -0.109 3.425 3.587  0.19
H: 0.672 4.661 2.643  0.18
H: -0.542 3.587 1.860  0.20
H: 0.867 -0.679 3.951  0.20
H: 1.805 0.746 4.281  0.20
H: 3.395 -0.248 2.340  0.22
H: 2.663 -1.727 2.883  0.20
H: 3.575 -0.691 4.018  0.18
N: -1.083 3.065 -4.575  -0.52
C: -0.983 3.223 -3.215  -0.09
C: 0.037 2.427 -2.771  -0.29
C: 0.579 1.765 -3.905  -0.29
C: -0.130 2.178 -5.001  -0.10
H: -1.751 3.525 -5.164  0.40
H: -1.647 3.884 -2.685  0.20
H: 0.362 2.325 -1.748  0.26
H: 1.396 1.063 -3.910  0.23
H: -0.040 1.920 -6.043  0.20

Entry from OMol25: a 6-piece molecular cluster, C13H26Br2Cl10NO2P2 overall at a distorted geometry (wB97M-V/def2-TZVPD).

- E_HOMO (eV) = -12.060
- charge = +1
- strongest force on any atom (eV/A) = 6.98
- frontier orbital gap (eV) = 7.72

Last column: natural (NBO) charge in e.
Cartesian coordinates (Å):
C: -2.250 -0.916 4.241  -0.27
C: -3.492 -1.287 3.958  -0.06
C: -5.047 -1.491 3.595  -0.46
C: -5.541 -0.644 2.306  -0.41
C: -4.628 -1.107 1.054  -0.73
P: -3.520 0.236 0.313  0.80
C: -1.877 -0.593 -0.183  -0.55
Br: -2.376 -2.114 -1.425  0.08
C: -0.853 0.377 -0.976  -0.30
C: 0.383 0.885 -0.017  -0.65
Br: -1.721 1.877 -1.961  0.06
P: -3.300 2.054 1.516  1.85
N: -1.867 2.762 1.315  -1.26
O: -4.504 3.163 0.969  -0.91
O: -3.503 1.821 3.202  -0.93
H: -1.163 -0.654 4.533  0.29
H: -5.709 -1.322 4.519  0.27
H: -5.166 -2.618 3.311  0.25
H: -5.612 0.490 2.472  0.21
H: -6.631 -1.005 2.090  0.25
H: -3.941 -2.008 1.339  0.29
H: -5.354 -1.490 0.233  0.29
H: -4.142 0.639 -0.942  0.12
H: -1.334 -1.112 0.709  0.30
H: -0.343 -0.288 -1.788  0.27
H: 0.115 0.618 1.081  0.21
H: 1.390 0.399 -0.306  0.26
H: 0.405 2.043 -0.088  0.27
H: -1.397 2.825 2.250  0.41
H: -5.351 2.635 0.885  0.49
H: -4.124 2.573 3.466  0.52
C: 4.233 -0.936 -1.086  -0.40
Cl: 4.122 0.704 -1.735  -0.02
Cl: 2.666 -1.753 -1.148  -0.05
H: 4.951 -1.503 -1.676  0.24
H: 4.565 -0.885 -0.049  0.23
C: 5.879 1.169 -4.946  -0.41
Cl: 7.563 0.676 -5.163  -0.02
Cl: 5.675 2.897 -5.254  -0.02
H: 5.254 0.609 -5.641  0.23
H: 5.576 0.953 -3.922  0.23
C: 4.264 -4.541 0.777  -0.39
Cl: 3.503 -3.197 1.640  -0.03
Cl: 5.390 -3.958 -0.454  -0.03
H: 4.810 -5.157 1.492  0.23
H: 3.488 -5.136 0.295  0.23
C: -0.871 5.914 1.406  -0.40
Cl: 0.815 5.427 1.189  -0.03
Cl: -1.081 7.641 1.098  -0.01
H: -1.494 5.351 0.712  0.23
H: -1.172 5.698 2.431  0.21
C: 4.909 -3.435 -4.219  -0.40
Cl: 5.431 -1.755 -4.396  -0.04
Cl: 3.781 -3.891 -5.500  -0.01
H: 5.783 -4.085 -4.268  0.23
H: 4.415 -3.554 -3.254  0.22

Entry from OMol25: a 13-piece molecular cluster, C13H26Cl26 overall at a distorted geometry (wB97M-V/def2-TZVPD).

- ΔE to the lowest compared entry with this formula, charge and spin (kJ/mol) = 56.6
- E_HOMO (eV) = -10.589
- charge = 0
- strongest force on any atom (eV/A) = 2.92
- frontier orbital gap (eV) = 10.69

Last column: natural (NBO) charge in e.
Cartesian coordinates (Å):
C: -5.150 -3.527 -2.948  -0.39
Cl: -5.098 -1.800 -3.334  -0.04
Cl: -5.018 -4.726 -4.241  -0.02
H: -4.264 -3.649 -2.341  0.23
H: -6.023 -3.775 -2.424  0.22
C: -2.403 0.605 -4.024  -0.41
Cl: -1.408 1.335 -5.336  -0.05
Cl: -1.484 -0.204 -2.815  0.00
H: -2.948 1.365 -3.453  0.22
H: -3.063 -0.008 -4.623  0.23
C: -0.341 -3.128 2.644  -0.38
Cl: 1.283 -3.310 3.514  -0.08
Cl: -1.600 -4.114 3.350  -0.02
H: -0.669 -2.079 2.823  0.24
H: -0.199 -3.353 1.602  0.23
C: -4.723 2.764 -0.269  -0.38
Cl: -4.514 1.562 1.075  -0.07
Cl: -3.254 3.627 -0.617  0.01
H: -5.018 2.087 -1.140  0.23
H: -5.438 3.469 0.035  0.22
C: 0.177 -3.885 -2.260  -0.41
Cl: 1.042 -2.920 -1.093  0.00
Cl: 0.866 -5.436 -2.698  -0.02
H: -0.783 -4.183 -1.816  0.22
H: -0.004 -3.377 -3.159  0.22
C: 1.918 0.618 5.457  -0.37
Cl: 2.292 2.201 4.740  -0.03
Cl: 2.664 0.326 7.076  -0.04
H: 0.858 0.620 5.638  0.22
H: 2.194 -0.228 4.863  0.24
C: 0.147 4.615 3.016  -0.38
Cl: -1.485 4.057 2.487  -0.06
Cl: 1.174 5.053 1.663  0.00
H: -0.002 5.383 3.692  0.21
H: 0.582 3.768 3.543  0.23
C: 4.160 -1.402 1.481  -0.38
Cl: 3.730 -1.133 -0.242  -0.05
Cl: 3.479 -0.088 2.466  -0.03
H: 3.727 -2.405 1.741  0.24
H: 5.237 -1.409 1.568  0.23
C: 4.894 2.681 1.293  -0.42
Cl: 5.286 4.360 1.015  0.00
Cl: 6.349 1.657 1.150  -0.06
H: 4.463 2.519 2.334  0.24
H: 4.235 2.277 0.468  0.24
C: 1.143 2.551 -2.694  -0.43
Cl: -0.211 2.956 -1.674  -0.03
Cl: 2.740 2.731 -2.010  -0.02
H: 1.027 1.487 -2.982  0.25
H: 1.086 3.322 -3.513  0.24
C: -4.061 -2.341 1.053  -0.36
Cl: -5.682 -2.909 0.670  0.00
Cl: -2.899 -2.345 -0.372  -0.09
H: -4.020 -1.358 1.339  0.21
H: -3.602 -2.961 1.843  0.24
C: 4.443 -0.234 -3.690  -0.39
Cl: 4.751 0.776 -5.126  -0.03
Cl: 2.726 -0.635 -3.526  -0.03
H: 4.947 -1.190 -3.924  0.23
H: 4.850 0.244 -2.820  0.23
C: -0.795 0.702 0.974  -0.37
Cl: -0.743 0.509 2.770  -0.08
Cl: 0.780 0.077 0.480  -0.03
H: -1.542 0.053 0.564  0.23
H: -0.805 1.751 0.732  0.25

Entry from OMol25: a 2-piece molecular cluster, C13H26Cl4NO8PS2 overall at a distorted geometry (wB97M-V/def2-TZVPD).

- SMILES = CCC[C@H](C)[C@@H]1OS(=O)(=O)[C@H](P(=N)(O)O)[C@@](O)(S)[C@@H]1OC[C@@H](C)O.ClC(Cl)(Cl)Cl
- E_HOMO (eV) = -9.491
- charge = 0
- strongest force on any atom (eV/A) = 4.90
- frontier orbital gap (eV) = 9.27

Last column: natural (NBO) charge in e.
Cartesian coordinates (Å):
C: 3.283 -1.115 1.875  -0.63
C: 3.403 -1.458 0.350  -0.42
C: 3.243 -0.248 -0.632  -0.40
C: 2.047 0.712 -0.336  -0.23
C: 2.381 1.856 0.715  -0.62
C: 0.726 -0.021 0.021  0.07
O: 0.484 -1.161 -0.821  -0.66
S: -0.552 -2.225 -0.081  2.31
O: 0.178 -3.180 0.777  -0.90
O: -1.303 -2.924 -1.142  -0.89
C: -1.695 -1.181 0.904  -0.91
P: -3.301 -2.047 1.336  2.19
N: -4.406 -1.896 0.220  -1.35
O: -3.878 -1.438 2.790  -0.93
O: -2.982 -3.682 1.576  -0.93
C: -1.885 0.168 0.122  0.18
O: -2.184 -0.076 -1.223  -0.71
S: -3.249 1.105 0.946  -0.08
C: -0.510 0.966 0.124  0.07
O: -0.471 1.964 -0.861  -0.52
C: -1.017 3.201 -0.427  -0.09
C: -0.004 4.407 -0.498  0.07
C: 0.502 4.746 0.946  -0.65
O: 1.052 4.201 -1.431  -0.72
H: 3.569 -0.084 2.139  0.21
H: 3.998 -1.779 2.412  0.22
H: 2.280 -1.414 2.239  0.20
H: 2.729 -2.273 0.022  0.23
H: 4.434 -1.855 0.198  0.21
H: 4.166 0.356 -0.758  0.21
H: 3.048 -0.687 -1.638  0.22
H: 1.844 1.259 -1.285  0.24
H: 2.187 2.831 0.243  0.24
H: 3.458 1.752 0.943  0.22
H: 1.768 1.659 1.615  0.19
H: 0.851 -0.416 1.061  0.18
H: -1.147 -0.924 1.845  0.26
H: -4.631 -2.839 -0.100  0.40
H: -3.127 -1.001 3.218  0.49
H: -2.798 -3.740 2.525  0.49
H: -3.056 -0.491 -1.298  0.51
H: -4.144 1.339 -0.067  0.18
H: -0.433 1.402 1.150  0.18
H: -1.442 3.184 0.594  0.19
H: -1.870 3.460 -1.099  0.18
H: -0.587 5.288 -0.842  0.17
H: 1.606 4.877 0.996  0.23
H: 0.073 5.700 1.319  0.22
H: 0.260 3.965 1.696  0.20
H: 0.884 4.796 -2.159  0.48
Cl: -0.576 -6.071 -5.450  0.04
C: -0.756 -5.007 -4.042  -0.22
Cl: 0.656 -3.943 -3.923  0.05
Cl: -2.221 -4.027 -4.228  0.06
Cl: -0.879 -5.991 -2.573  0.06

Entry from OMol25: a 3-piece molecular cluster, C13H26N3O11PS overall at a distorted geometry (wB97M-V/def2-TZVPD).

- SMILES = [H]/N=C/C[C@@H]1OS(=O)(=O)O[C@]1(CCC(=O)O)P(=O)(O)O.CNC(C)=O.CNC(C)=O
- E_HOMO (eV) = -9.046
- charge = 0
- strongest force on any atom (eV/A) = 8.83
- frontier orbital gap (eV) = 8.89

Last column: natural (NBO) charge in e.
Cartesian coordinates (Å):
H: 1.895 -2.793 -0.869  0.33
N: 1.604 -1.855 -1.220  -0.66
C: 0.697 -1.262 -0.336  0.11
C: 0.138 0.236 -0.765  -0.53
C: -1.229 0.010 -1.639  0.06
O: -0.846 0.636 -2.950  -0.65
S: -1.288 2.310 -2.992  2.28
O: -2.050 2.627 -4.333  -0.82
O: -0.202 3.375 -2.712  -0.80
O: -2.224 2.245 -1.558  -0.68
C: -2.601 0.823 -1.270  -0.10
C: -3.791 0.573 -2.371  -0.45
C: -4.781 -0.707 -2.024  -0.52
C: -4.006 -2.155 -1.953  0.76
O: -3.456 -2.686 -0.832  -0.57
O: -3.898 -3.029 -3.168  -0.71
P: -3.202 0.949 0.537  2.18
O: -2.086 1.300 1.598  -1.01
O: -4.347 2.308 0.574  -0.92
O: -4.068 -0.444 1.129  -0.93
H: 0.374 -1.858 0.622  0.24
H: 0.046 0.989 0.126  0.28
H: 0.968 0.683 -1.496  0.30
H: -1.258 -1.139 -1.861  0.27
H: -3.407 0.401 -3.469  0.28
H: -4.490 1.533 -2.407  0.24
H: -5.533 -0.784 -2.947  0.26
H: -5.445 -0.456 -1.093  0.24
H: -3.009 -3.516 -3.039  0.51
H: -4.642 2.376 -0.402  0.48
H: -5.069 -0.264 1.170  0.51
C: 5.912 2.261 -0.629  -0.41
N: 4.640 1.704 -0.235  -0.62
C: 3.800 0.920 -0.970  0.69
C: 4.208 0.567 -2.372  -0.73
O: 2.744 0.527 -0.476  -0.64
H: 6.672 1.892 0.064  0.19
H: 5.846 3.349 -0.544  0.20
H: 6.187 1.992 -1.649  0.21
H: 4.296 1.898 0.698  0.40
H: 3.437 -0.061 -2.830  0.26
H: 4.314 1.475 -2.971  0.23
H: 5.147 0.007 -2.358  0.23
C: 2.400 -1.869 5.509  -0.41
N: 1.696 -2.185 4.289  -0.62
C: 0.580 -1.589 3.781  0.69
C: -0.031 -0.455 4.556  -0.73
O: 0.105 -1.986 2.718  -0.65
H: 3.428 -1.605 5.249  0.20
H: 2.406 -2.763 6.137  0.20
H: 1.939 -1.044 6.054  0.21
H: 2.048 -2.939 3.711  0.40
H: -0.913 -0.083 4.026  0.27
H: -0.343 -0.803 5.544  0.22
H: 0.687 0.364 4.648  0.23

What is the formula in the sixth record?
C13H26N3O11PS